Record 1
This record from the Open Molecules 2025 dataset describes an isolated molecule of C13H18N2 at a distorted geometry. The level of theory is ωB97M-V/def2-TZVPD.

Geometry as ORCA input:
```
! wB97M-V def2-TZVPD RIJCOSX def2/J DEFGRID3
* xyz 0 1
C -0.205 4.341 1.030
C 0.171 3.374 1.966
C -0.942 3.901 -0.015
C -0.207 2.071 1.957
C -1.345 2.557 -0.092
C -0.927 1.616 0.805
C -1.120 0.117 0.651
C 0.586 -1.265 0.031
C -0.279 -1.838 -1.036
C 0.844 -2.072 1.304
C 1.717 -0.364 -0.328
C 0.280 -1.506 -2.549
C -0.465 -3.332 -0.985
N -1.909 -0.426 -0.289
N -1.557 -1.207 -1.179
H 0.118 5.367 1.179
H 0.735 3.692 2.773
H -1.426 4.530 -0.751
H -0.011 1.299 2.690
H -1.819 2.222 -1.019
H -1.011 -0.298 1.624
H 1.211 -1.598 2.248
H 1.721 -2.781 1.047
H 0.070 -2.842 1.476
H 1.576 0.600 -0.776
H 2.524 -0.973 -0.879
H 2.322 -0.109 0.539
H -0.556 -1.741 -3.182
H 1.199 -2.117 -2.797
H 0.412 -0.440 -2.671
H 0.595 -3.822 -0.867
H -1.153 -3.592 -1.796
H -1.146 -3.362 -0.107
*
```

Results
energy above the lowest of the compared OMol25 structures with the same formula, charge and spin = 117.5 kcal/mol
Kohn-Sham gap (alpha / beta) = 0.2875 / 0.2875 hartree
total energy = -16748.4318 eV
LUMO level (alpha / beta) = 0.36 / 0.36 eV

Here are the Löwdin charges for atoms 1 to 5, given in e: C -0.09; C -0.10; C -0.09; C -0.03; C -0.05

Record 2
This record from the Open Molecules 2025 dataset describes a structure of composition C30H77Cl2HfN4O15S at a distorted geometry. The level of theory is ωB97M-V/def2-TZVPD.

Geometry as ORCA input:
```
! wB97M-V def2-TZVPD RIJCOSX def2/J DEFGRID3
* xyz 2 2
Hf -2.790 -6.268 27.115
S -2.625 -8.880 28.609
O -3.805 -9.749 28.755
O -1.509 -9.477 29.317
O -2.369 -8.490 27.214
O -2.769 -7.491 29.036
C -6.944 -7.029 25.221
C -5.522 -7.252 24.700
O -4.402 -7.138 25.598
H -7.195 -7.623 26.100
H -7.705 -7.314 24.494
H -7.145 -5.999 25.515
H -5.357 -6.604 23.839
H -5.464 -8.228 24.219
Cl -8.255 -10.424 25.104
C -9.911 -9.754 25.020
C -10.642 -10.300 23.744
Cl -10.013 -9.645 22.189
H -9.974 -8.666 25.004
H -10.347 -10.161 25.932
H -11.728 -10.207 23.743
H -10.454 -11.372 23.687
C -7.236 -10.127 28.365
O -7.353 -10.455 29.705
H -7.700 -9.152 28.216
H -6.170 -10.235 28.165
H -7.768 -10.835 27.731
H -7.062 -11.357 29.861
C -3.677 -10.407 24.597
O -3.524 -11.425 23.585
H -4.702 -10.186 24.896
H -3.127 -10.573 25.523
H -3.307 -9.463 24.196
H -4.015 -11.192 22.793
C 3.238 -5.242 28.086
O 1.896 -5.248 28.553
C 1.546 -6.385 29.266
C 0.051 -6.623 29.023
N -0.384 -6.458 27.621
C 0.349 -7.356 26.745
C -0.125 -7.236 25.296
O -1.514 -6.911 25.089
C -1.703 -6.733 23.706
H 3.401 -5.950 27.273
H 3.911 -5.369 28.934
H 3.537 -4.303 27.620
H 1.638 -6.245 30.343
H 2.069 -7.283 28.938
H -0.693 -6.185 29.688
H -0.144 -7.664 29.280
H 0.073 -5.563 27.522
H 0.178 -8.367 27.115
H 1.422 -7.166 26.753
H 0.042 -8.215 24.848
H 0.548 -6.540 24.794
H -1.285 -5.748 23.498
H -2.763 -6.596 23.493
H -1.299 -7.530 23.082
C -6.571 -14.674 21.123
O -6.451 -13.291 20.900
C -6.422 -12.621 22.096
C -6.291 -11.119 21.893
N -4.980 -10.830 21.343
C -4.850 -9.424 21.059
C -3.624 -9.151 20.150
O -3.861 -9.751 18.897
C -2.742 -9.630 17.984
H -7.546 -14.946 21.529
H -5.742 -15.184 21.614
H -6.597 -15.105 20.122
H -5.560 -12.814 22.735
H -7.273 -12.861 22.733
H -6.464 -10.563 22.814
H -7.058 -10.794 21.190
H -5.007 -11.175 20.394
H -4.503 -9.034 22.015
H -5.767 -8.880 20.831
H -2.647 -9.499 20.485
H -3.533 -8.066 20.081
H -2.908 -9.546 16.910
H -1.987 -10.414 18.048
H -2.145 -8.740 18.185
C -4.334 -3.782 24.940
O -4.414 -4.433 26.196
C -5.425 -3.845 27.004
C -5.144 -4.273 28.460
N -4.767 -5.667 28.576
C -5.977 -6.566 28.551
C -6.773 -6.680 29.859
O -7.528 -5.511 30.135
C -8.290 -5.610 31.363
H -3.712 -4.391 24.283
H -3.891 -2.798 25.093
H -5.319 -3.616 24.504
H -6.415 -4.202 26.720
H -5.486 -2.757 26.990
H -6.041 -4.045 29.036
H -4.395 -3.568 28.820
H -4.529 -5.583 29.554
H -5.659 -7.579 28.302
H -6.800 -6.329 27.877
H -6.133 -6.989 30.686
H -7.517 -7.457 29.686
H -9.063 -6.367 31.239
H -8.720 -4.649 31.644
H -7.741 -5.933 32.247
C -6.755 -5.123 21.077
O -8.075 -5.094 20.625
C -8.981 -5.948 21.365
C -10.415 -5.862 20.867
N -11.029 -4.713 21.522
C -12.474 -4.803 21.518
C -12.986 -3.476 22.152
O -12.972 -3.632 23.586
C -13.581 -2.529 24.310
H -6.442 -6.164 21.160
H -6.822 -4.706 22.082
H -6.021 -4.682 20.403
H -8.845 -5.829 22.439
H -8.614 -6.972 21.288
H -10.992 -6.729 21.188
H -10.499 -5.979 19.787
H -10.707 -4.758 22.478
H -12.786 -5.651 22.128
H -12.918 -4.790 20.523
H -14.040 -3.409 21.881
H -12.537 -2.540 21.820
H -13.218 -2.579 25.337
H -14.662 -2.661 24.349
H -13.309 -1.588 23.832
*
```

Results
Kohn-Sham gap (alpha / beta) = 0.2250 / 0.1073 hartree
total energy = -106195.5154 eV
LUMO level (alpha / beta) = -6.29 / -9.50 eV

Here are the Löwdin charges for atoms 1 to 5, given in e: Hf 2.11; S 0.27; O -0.29; O -0.28; O -0.41

Record 3
This record from the Open Molecules 2025 dataset describes the ion CH4IN2O2 with charge -1 at a distorted geometry. The level of theory is ωB97M-V/def2-TZVPD.

Geometry as ORCA input:
```
! wB97M-V def2-TZVPD RIJCOSX def2/J DEFGRID3
* xyz -1 1
C 0.032 -1.058 -0.517
N 0.000 0.372 -0.698
I -0.578 1.132 -3.016
O -0.823 1.000 0.277
N 0.018 1.038 1.454
O 0.167 -0.069 2.104
H 0.713 -1.363 -1.242
H 0.480 -1.018 0.593
H -0.809 -1.612 -0.269
H 0.801 1.578 1.313
*
```

Results
energy above the lowest of the compared OMol25 structures with the same formula, charge and spin = 30.7 kcal/mol
Kohn-Sham gap (alpha / beta) = 0.2312 / 0.2544 hartree
total energy = -16272.5057 eV
SMILES = CN(I)ON[O-]
LUMO level (alpha / beta) = 3.47 / 3.34 eV

Here are the Löwdin charges for atoms 1 to 5, given in e: C -0.20; N -0.41; I -0.10; O -0.23; N -0.15

Record 4
This record from the Open Molecules 2025 dataset describes an isolated molecule of C5H4O2. The level of theory is ωB97M-V/def2-TZVPD.

Geometry as ORCA input:
```
! wB97M-V def2-TZVPD RIJCOSX def2/J DEFGRID3
* xyz 0 1
O 2.007 1.472 0.642
C 1.124 0.734 0.281
C 1.111 -0.739 0.153
C -0.133 -1.168 -0.100
C -1.163 -0.065 -0.153
C -0.300 1.188 -0.132
O -0.618 2.314 -0.407
H 1.999 -1.353 0.249
H -0.404 -2.209 -0.253
H -1.798 -0.069 0.743
H -1.826 -0.106 -1.022
*
```

Results
energy above the lowest of the compared OMol25 structures with the same formula, charge and spin = 12.0 kcal/mol
Kohn-Sham gap = 0.3238 hartree
total energy = -9343.6615 eV
SMILES = O=C1C=CCC1=O
LUMO level = -0.61 eV

Here are the Löwdin charges for atoms 1 to 5, given in e: O 0.13; C -0.33; C 0.00; C -0.04; C -0.09

Repeat the fourth record exactly.
This record from the Open Molecules 2025 dataset describes an isolated molecule of C5H4O2. The level of theory is ωB97M-V/def2-TZVPD.

Geometry as ORCA input:
```
! wB97M-V def2-TZVPD RIJCOSX def2/J DEFGRID3
* xyz 0 1
O 2.007 1.472 0.642
C 1.124 0.734 0.281
C 1.111 -0.739 0.153
C -0.133 -1.168 -0.100
C -1.163 -0.065 -0.153
C -0.300 1.188 -0.132
O -0.618 2.314 -0.407
H 1.999 -1.353 0.249
H -0.404 -2.209 -0.253
H -1.798 -0.069 0.743
H -1.826 -0.106 -1.022
*
```

Results
energy above the lowest of the compared OMol25 structures with the same formula, charge and spin = 12.0 kcal/mol
Kohn-Sham gap = 0.3238 hartree
total energy = -9343.6615 eV
SMILES = O=C1C=CCC1=O
LUMO level = -0.61 eV

Here are the Löwdin charges for atoms 1 to 5, given in e: O 0.13; C -0.33; C 0.00; C -0.04; C -0.09

Q: total energy of number 1 (C13H18N2)?
A: -16748.4318 eV

Q: Which formula does entry 4 have?
A: C5H4O2

Q: Among the records above, which one has the lowest total energy?
A: C30H77Cl2HfN4O15S